DFT (ωB97M-V with the def2-TZVPD basis set) results for a molecular structure, C46H67ClFGe2MgNO2P at a distorted geometry.

Last column: Löwdin charge in e.
Element x y z (Å)
Ge 16.4504 13.5976 16.1486  0.676
Ge 15.8436 11.3046 15.3376  1.007
Cl 13.0213 6.8326 13.9095  0.656
P 10.5608 14.2101 12.3164  0.879
Mg 12.9984 12.1629 13.0231  0.553
F 14.7647 12.9756 12.9510  -0.538
O 11.3322 12.9015 12.3429  -0.361
O 12.2751 11.3395 14.5907  -0.329
N 13.5461 10.4888 11.7715  0.069
C 12.8088 15.1484 10.9780  -0.211
C 13.2385 11.1214 7.6079  -0.099
C 8.7937 13.3431 14.3236  -0.197
C 15.5037 10.2514 17.0245  -0.361
C 8.5486 13.2789 15.8601  -0.175
C 18.6542 10.6753 14.4107  -0.142
C 18.1262 8.1103 13.5428  -0.091
C 8.4572 14.6813 16.4733  -0.218
C 9.4853 8.7717 13.2475  -0.054
C 8.7985 12.7820 10.6415  -0.178
C 14.8285 14.5923 16.6372  -0.256
C 17.1053 8.8993 14.0749  -0.161
C 14.3856 11.4802 9.7175  -0.029
C 17.4331 14.5744 14.7533  -0.252
C 7.4750 15.3387 9.7270  -0.206
C 19.6546 9.9909 13.7166  -0.089
C 9.2000 15.8687 14.4390  -0.180
C 11.0578 16.9456 11.5480  -0.183
C 12.2993 10.3118 8.2869  -0.102
C 9.7851 14.4889 13.9973  -0.312
C 14.3449 8.7974 19.1823  -0.083
C 15.0711 8.1286 18.1775  -0.084
C 10.7236 8.4911 13.8490  -0.289
C 7.5601 12.7984 9.7517  -0.216
C 11.5866 7.5050 13.1657  -0.616
C 13.2110 17.5234 10.2724  -0.186
C 11.1516 9.1242 15.0673  -0.123
C 14.8606 10.9028 18.0835  -0.162
C 17.3780 10.1623 14.6045  -0.354
C 7.3779 14.0459 8.9145  -0.206
C 15.7212 8.8568 17.1536  -0.105
C 17.6402 13.2719 17.6523  -0.266
C 19.3660 8.6954 13.2547  -0.092
C 9.3028 14.2251 11.0036  -0.317
C 8.0281 15.1418 11.1368  -0.196
C 14.2537 11.7206 8.3454  -0.095
C 12.4931 9.9379 9.5900  -0.035
C 13.9046 16.1895 10.6740  -0.171
C 11.7326 15.6200 11.9940  -0.315
C 14.2208 10.1946 19.0840  -0.099
C 9.8644 7.2423 11.4482  -0.128
C 13.4582 10.6224 10.3474  -0.279
C 8.0599 15.7126 15.4405  -0.215
C 11.6609 17.4630 10.2328  -0.210
C 11.1292 6.9289 12.0071  -0.158
C 9.0107 8.0812 12.1217  -0.105
H 11.3253 18.4877 10.0549  0.105
H 14.8111 11.9791 18.1341  0.066
H 12.7653 11.2532 15.4508  0.024
H 13.5838 17.9302 9.2755  0.122
H 6.6573 12.6468 10.3856  0.119
H 9.9738 16.7985 11.4614  0.064
H 11.6964 6.0548 11.5921  0.112
H 8.1692 14.1002 8.1528  0.115
H 8.2936 16.1318 11.5715  0.083
H 14.6103 15.8208 9.9283  0.106
H 8.5799 12.1712 11.5575  0.116
H 18.2443 12.3701 17.5019  0.017
H 13.0168 9.6816 12.1600  0.107
H 17.8048 13.8997 13.9888  0.003
H 15.0828 12.0491 10.3141  0.107
H 13.8840 8.3217 20.0240  0.088
H 7.0997 15.3816 15.0328  0.115
H 11.1739 17.7076 12.3570  0.127
H 20.1695 8.1218 12.7911  0.097
H 15.0018 12.3999 7.8864  0.112
H 15.1573 7.0451 18.1313  0.096
H 9.3183 12.6588 16.3536  0.118
H 9.7953 14.6599 10.1313  0.114
H 13.6427 10.7197 19.8144  0.090
H 7.7874 14.6772 17.2964  0.091
H 7.8285 13.5193 13.8352  0.101
H 9.4541 15.0004 16.9146  0.132
H 8.8816 16.4486 13.5640  0.084
H 7.2687 14.7106 11.8129  0.118
H 12.2670 15.7914 12.9284  0.124
H 9.6260 6.7834 10.4946  0.094
H 12.3314 14.8699 10.0056  0.125
H 11.4323 9.9810 7.6846  0.111
H 17.0778 13.1133 18.5804  0.016
H 18.8772 11.6950 14.7571  0.086
H 14.5226 10.3619 12.0541  0.110
H 9.6149 12.2591 10.0912  0.117
H 16.7193 15.2374 14.2735  0.003
H 13.9473 14.2318 16.0476  0.019
H 8.8298 9.4387 13.7978  0.103
H 13.1219 11.3486 6.5447  0.099
H 7.5812 12.8017 15.9949  0.106
H 16.1195 8.4191 14.1603  0.087
H 7.5787 11.8929 9.1068  0.119
H 7.9162 16.6927 15.9572  0.125
H 10.6318 14.2313 14.6796  0.128
H 10.0184 16.4366 14.9602  0.129
H 15.0356 15.5873 16.2601  0.000
H 6.4460 15.7641 9.8025  0.119
H 20.6104 10.5088 13.5813  0.103
H 18.2842 15.1663 15.1181  0.021
H 6.3778 14.0398 8.4575  0.112
H 7.9960 8.2460 11.7946  0.095
H 11.8960 8.5044 15.5978  0.049
H 17.8704 7.0915 13.3100  0.095
H 16.3623 8.2561 16.4821  0.090
H 10.3690 9.3953 15.7610  0.069
H 11.6791 10.2297 14.7686  -0.004
H 13.3043 14.2241 11.3203  0.077
H 8.1395 16.0861 9.2220  0.120
H 11.8445 9.1349 10.0560  0.124
H 11.2847 16.8763 9.3643  0.113
H 13.4734 18.3037 11.0162  0.108
H 9.1804 12.3686 13.9694  0.106
H 14.5089 16.3295 11.5861  0.111
H 14.5997 14.5746 17.7170  0.021
H 18.3466 14.1034 17.7309  0.014

Summary:
**Total charge**: 0
**Relative energy (zero: lowest compared OMol25 entry of this formula, charge and spin)**: 0.0 kcal/mol
**Gap between HOMO and LUMO (alpha / beta)**: 7.02 / 6.39 eV
**2S+1**: 2
**LUMO energy (alpha / beta)**: 0.4 / -0.6 eV
**F_max**: 2.77 eV/A